C35H31N3O3SZr as an isolated structure. Source: the Open Molecules 2025 dataset; level of theory: ωB97M-V with the def2-TZVPD basis set.

Structure (XYZ):
```
74
Properties=species:S:1:pos:R:3
Zr -0.14 -0.90 -0.19
C 0.42 -3.42 -1.08
C 1.49 -2.42 -1.52
C 1.83 -2.38 -2.88
C 2.93 -1.66 -3.29
C 3.69 -0.95 -2.36
C 3.36 -0.90 -1.02
C 4.11 -0.01 -0.07
C 2.26 -1.67 -0.59
N 1.62 -1.52 0.65
C 2.06 -1.32 1.94
O 3.16 -1.49 2.40
C 0.86 -0.91 2.77
C 0.83 -0.82 4.14
C -0.39 -0.60 4.76
C -1.56 -0.52 4.00
C -1.44 -0.63 2.63
N -0.25 -0.76 2.04
C -2.60 -0.83 1.67
O -3.75 -0.76 2.00
N -2.08 -1.16 0.43
C -2.73 -1.94 -0.58
C -2.54 -1.55 -1.91
C -1.90 -0.23 -2.28
C -2.97 -2.39 -2.94
C -3.58 -3.59 -2.64
C -3.75 -3.97 -1.31
C -3.32 -3.18 -0.26
C -3.44 -3.67 1.15
H 0.88 -4.41 -0.97
H -0.37 -3.51 -1.82
H -0.04 -3.26 -0.09
H 1.25 -2.96 -3.59
H 3.21 -1.66 -4.33
H 4.55 -0.39 -2.70
H 4.86 0.57 -0.61
H 4.61 -0.59 0.71
H 3.43 0.68 0.43
H 1.75 -0.97 4.70
H -0.45 -0.53 5.84
H -2.54 -0.44 4.44
H -2.04 0.53 -1.50
H -2.36 0.18 -3.19
H -0.83 -0.32 -2.55
H -2.85 -2.09 -3.97
H -3.93 -4.24 -3.43
H -4.22 -4.92 -1.08
H -3.67 -4.73 1.17
H -4.24 -3.14 1.68
H -2.52 -3.51 1.72
O 0.51 0.94 -0.61
S 0.41 2.42 -1.13
C -0.92 3.10 -0.18
C -1.68 4.08 -0.81
C -2.75 4.62 -0.12
C -3.06 4.17 1.16
C -2.29 3.18 1.76
C -1.21 2.64 1.10
C 1.88 3.17 -0.54
C 2.07 3.57 0.78
C 3.30 4.09 1.14
C 4.31 4.21 0.19
C 4.11 3.82 -1.12
C 2.88 3.30 -1.50
H -1.45 4.41 -1.81
H -3.35 5.39 -0.58
H -3.90 4.59 1.69
H -2.54 2.84 2.76
H -0.60 1.87 1.57
H 1.27 3.50 1.50
H 3.46 4.41 2.16
H 5.27 4.63 0.49
H 4.90 3.94 -1.85
H 2.71 3.00 -2.53
```

Summary:
ΔE to the lowest compared entry with this formula, charge and spin in kcal/mol: 0.0
Net charge: +2
E_HOMO in eV: -14.03
Strongest force on any atom in eV/Å: 0.63